[1]
The following is a DFT calculation (the ωB97M-V functional and the def2-TZVPD basis) of 2 unconnected molecules or ions with the total composition C6H12N2 in a non-equilibrium geometry.

The geometry in XYZ format:
```
20
Properties=species:S:1:pos:R:3
C -1.1276 -1.4797 2.1301
C 1.1554 -0.3695 1.4627
C -0.2294 -0.3410 1.7779
C 0.4505 1.6579 1.7938
N 1.5585 0.9160 1.4613
N -0.6066 0.9120 2.0926
H 1.8001 -1.2028 1.2307
H 2.4694 1.3555 1.4510
H -2.1080 -1.0826 2.3783
H -0.8764 -2.0611 3.0193
H 0.5611 2.7270 1.8590
H -1.1247 -2.1319 1.2575
C 0.1336 0.4351 -3.3521
C -0.5094 -0.1140 -2.0644
H 1.0566 0.9883 -3.2023
H 0.1867 -0.3284 -4.1146
H -0.6176 1.1121 -3.7661
H 0.1264 -0.5058 -1.2653
H -0.9945 -1.0595 -2.3485
H -1.3042 0.5723 -1.8009
```

- charge = +1
- multiplicity = 2
- relative energy (zero: lowest compared OMol25 entry of this formula, charge and spin) (eV) = 0.674
- HOMO level (spin up / spin down) (Eh) = -0.538 / -0.538
- total energy (a.u.) = -345.00307
- orbital gap (spin up / spin down) (eV) = 10.6412 / 6.7016

***

[2]
The following is a DFT calculation (the ωB97M-V functional and the def2-TZVPD basis) of a molecular structure, C23H20AuIN5O.

The geometry in XYZ format:
```
51
Properties=species:S:1:pos:R:3
Au -0.5237 0.1766 -1.2282
C -1.4894 -0.1418 3.1864
C -1.3911 0.0699 1.7097
N -0.3196 0.2499 1.0572
N 0.9465 0.2220 1.5209
C 1.8040 0.2515 0.5076
O 1.5481 0.2642 -0.7782
C 3.2434 0.2712 0.8535
C 3.6502 0.5513 2.1578
C 4.9984 0.5738 2.4688
C 5.9453 0.3136 1.4860
C 5.5436 0.0307 0.1882
C 4.1956 0.0115 -0.1308
C -2.6224 0.0467 0.8421
C -3.8824 -0.0048 1.4225
C -5.0192 -0.0590 0.6338
C -4.8893 -0.0660 -0.7441
C -3.6176 -0.0157 -1.2780
N -2.5239 0.0438 -0.5152
H -0.4847 -0.1583 3.6013
H -1.9848 -1.0856 3.4208
H -2.0499 0.6632 3.6655
H 2.9040 0.7494 2.9136
H 5.3137 0.7946 3.4797
H 6.9985 0.3298 1.7337
H 6.2813 -0.1795 -0.5746
H 3.8726 -0.2174 -1.1367
H -3.9646 -0.0019 2.4991
H -5.9971 -0.0991 1.0943
H -5.7461 -0.1168 -1.3996
H -3.4572 -0.0321 -2.3473
I -1.4947 6.3931 -1.9166
C -0.6416 4.5399 -1.6717
C 0.7010 4.2384 -1.5644
N 0.7941 2.9105 -1.4163
N -0.4134 2.3324 -1.4189
C -1.2985 3.3092 -1.5776
H 1.5726 4.8702 -1.5813
H 1.6073 2.3172 -1.2987
H -2.3549 3.0993 -1.6124
C -0.5197 -4.5567 -1.6064
C -1.0967 -3.7560 -2.5809
C -1.1106 -2.3743 -2.4280
C -0.5285 -1.8237 -1.2988
C 0.0485 -2.6013 -0.3130
C 0.0499 -3.9823 -0.4801
H -0.5123 -5.6316 -1.7268
H -1.5375 -4.1999 -3.4636
H -1.5584 -1.7521 -3.1947
H 0.5057 -2.1615 0.5627
H 0.5051 -4.6064 0.2775
```

- charge = +1
- relative energy (zero: lowest compared OMol25 entry of this formula, charge and spin) (eV) = 0.527
- HOMO level (Eh) = -0.411
- total energy (a.u.) = -1670.55574
- orbital gap (eV) = 7.1369

***

[3]
The following is a DFT calculation (the ωB97M-V functional and the def2-TZVPD basis) of 6 unconnected molecules or ions with the total composition H12O6 in a non-equilibrium geometry.

The geometry in XYZ format:
```
18
Properties=species:S:1:pos:R:3
O -0.8922 -2.2852 -0.4612
H -1.7606 -1.9620 -0.6043
H -0.5634 -1.7827 0.4049
O -1.0616 1.1853 2.1660
H -0.4348 1.6923 2.7253
H -1.1287 1.5519 1.2518
O 0.4588 -0.8286 1.2726
H -0.1670 -0.2043 1.7623
H 1.0547 -1.1720 1.9698
O -0.7264 2.3286 -0.2729
H 0.1069 1.7984 -0.3613
H -1.0438 2.3844 -1.1766
O 1.4398 0.8661 -0.5936
H 1.3687 0.2317 0.1696
H 1.3028 0.3365 -1.3764
O 0.8538 -1.2556 -2.1440
H 0.3015 -1.7469 -1.5378
H 0.3863 -1.2122 -2.9631
```

- charge = +1
- multiplicity = 2
- relative energy (zero: lowest compared OMol25 entry of this formula, charge and spin) (eV) = 0.717
- HOMO level (spin up / spin down) (Eh) = -0.582 / -0.570
- total energy (a.u.) = -458.24525
- orbital gap (spin up / spin down) (eV) = 12.2960 / 4.2869

***

[4]
The following is a DFT calculation (the ωB97M-V functional and the def2-TZVPD basis) of a molecular structure, C13H20IN2OPdS5.

The geometry in XYZ format:
```
43
Properties=species:S:1:pos:R:3
Pd 0.0467 1.4331 0.2638
C 2.9099 3.5626 -0.2262
S 2.7226 2.1305 0.8570
C 3.3575 0.8644 -0.1808
C 2.6946 0.3657 -1.2555
S 1.1494 0.8536 -1.8592
S 3.5568 -0.8918 -2.1063
C 4.9788 -0.9458 -1.1283
S 6.2101 -2.0255 -1.3600
S 4.9351 0.2007 0.1518
H 2.4916 4.4090 0.3141
H 2.3372 3.4028 -1.1433
H 3.9631 3.7265 -0.4390
I -0.5720 3.9304 0.9414
C -0.8467 -3.7244 -0.7765
C -0.1415 -2.7191 0.0651
C 0.9124 -2.8482 0.9582
C 1.1603 -1.5479 1.4271
N 0.3176 -0.7035 0.8392
N -0.4702 -1.4259 0.0349
C 2.1471 -1.0778 2.4415
H -0.5239 -4.7300 -0.5141
H -0.6344 -3.5620 -1.8329
H -1.9268 -3.6646 -0.6404
H 1.4254 -3.7505 1.2335
H -1.1440 -0.7956 -0.5011
H 1.8641 -1.4066 3.4419
H 2.1887 0.0099 2.4498
H 3.1456 -1.4588 2.2286
C -3.8296 -0.3359 -0.9165
C -3.0479 0.8593 -0.3548
C -3.1929 0.8851 1.1738
C -3.5879 2.1513 -0.9720
O -1.7150 0.6745 -0.7381
H -4.9046 -0.2039 -0.7830
H -3.5408 -1.2586 -0.4095
H -3.6188 -0.4448 -1.9793
H -4.2105 0.6379 1.4775
H -2.9369 1.8622 1.5789
H -2.5172 0.1467 1.6212
H -4.6159 2.3387 -0.6556
H -3.5655 2.0822 -2.0607
H -2.9716 2.9937 -0.6661
```

- charge = -1
- multiplicity = 3
- relative energy (zero: lowest compared OMol25 entry of this formula, charge and spin) (eV) = 0.000
- HOMO level (spin up / spin down) (Eh) = -0.177 / -0.178
- total energy (a.u.) = -3108.74593
- orbital gap (spin up / spin down) (eV) = 7.2019 / 6.6067

***

[5]
The following is a DFT calculation (the ωB97M-V functional and the def2-TZVPD basis) of 2 unconnected molecules or ions with the total composition C6H14.

The geometry in XYZ format:
```
20
Properties=species:S:1:pos:R:3
C 2.6102 0.0709 -0.3794
C 1.2748 -0.6311 -0.3596
C 0.0882 -0.0194 -0.2812
C -0.0221 1.4818 -0.2575
C -1.2001 -0.8296 -0.2506
C -2.4394 -0.2310 0.4309
H 2.7918 0.6446 0.5424
H 3.4291 -0.6466 -0.4818
H 2.6851 0.7812 -1.2101
H 1.2914 -1.7223 -0.3537
H -0.8502 1.8379 0.3659
H 0.8925 1.9590 0.1082
H -0.2009 1.8346 -1.2791
H -0.9924 -1.8060 0.2059
H -1.4613 -1.0249 -1.2969
H -2.7612 0.7048 -0.0382
H -3.2730 -0.9371 0.3358
H -2.2992 -0.0398 1.5012
H 0.5168 -0.2224 1.7596
H 0.0687 0.1165 2.2495
```

- SMILES = C/C=C(\C)CC.[H][H]
- relative energy (zero: lowest compared OMol25 entry of this formula, charge and spin) (eV) = 1.931
- HOMO level (Eh) = -0.317
- total energy (a.u.) = -236.94044
- orbital gap (eV) = 9.7972

***

[6]
The following is a DFT calculation (the ωB97M-V functional and the def2-TZVPD basis) of a molecular structure, C19H13Co2N2O6 in a non-equilibrium geometry.

The geometry in XYZ format:
```
42
Properties=species:S:1:pos:R:3
O -2.5438 2.3690 -1.3203
C -1.7360 1.6296 -0.9345
Co -0.5007 0.6022 -0.3140
C 0.8960 1.8937 -0.2627
O 1.2676 2.7808 -0.9890
C -0.9164 -0.1145 1.2196
O -1.2595 -0.5056 2.2598
C -0.3087 -1.0295 -1.3395
C -1.5439 -1.7875 -1.5530
C -2.1080 -2.5336 -0.4925
C -3.3832 -3.0950 -0.6069
C -4.1149 -2.9381 -1.7923
C -3.5477 -2.2475 -2.8698
C -2.2627 -1.7064 -2.7651
C 0.6258 -0.2932 -2.1149
C 0.7911 0.6258 -3.0863
Co 1.4095 -1.1585 -0.8129
C 1.5473 -1.2071 0.9762
O 1.8008 -1.2803 2.1060
C 2.7337 -0.0339 -1.1299
O 3.6088 0.6307 -1.5045
C 2.0564 -2.6946 -1.3760
O 2.5378 -3.6906 -1.7338
H -1.5388 -2.6449 0.4339
H -3.8067 -3.6558 0.2348
H -5.1233 -3.3525 -1.8743
H -4.1114 -2.1340 -3.7975
H -1.8092 -1.1908 -3.6108
H 1.8001 0.8635 -3.4415
H -0.0866 1.0177 -3.6151
C 1.0083 2.5514 4.5391
N 1.4396 2.2275 3.1839
C 0.6559 1.8981 2.1537
N 1.4509 1.7222 1.0514
C 2.7953 1.9420 1.4433
C 2.7746 2.2179 2.7698
H 1.8439 3.0712 5.0223
H 0.1242 3.2039 4.5242
H 0.7725 1.6403 5.1109
H -0.4266 2.0429 2.1028
H 3.6144 1.9199 0.7512
H 3.5737 2.4438 3.4541
```

- charge = -1
- relative energy (zero: lowest compared OMol25 entry of this formula, charge and spin) (eV) = 2.305
- HOMO level (Eh) = -0.088
- total energy (a.u.) = -4058.16231
- orbital gap (eV) = 4.5515